The following is a quantum chemistry calculation of a cluster of 2 separate species, C4H14N in total at a distorted geometry, from the OMol25 dataset.

Each atom is followed by the atoms it is bonded to, with distances in Å.
CARTESIAN COORDINATES (ANGSTROEM)
1 C 2.634 0.442 1.397  C2 1.553, H3 1.084, H4 1.105, H5 1.161
2 C 2.535 -1.104 1.296  C1 1.553, H6 1.084, H7 1.086, H8 1.124
3 H 1.960 1.075 0.832  C1 1.084
4 H 2.705 0.834 2.429  C1 1.105
5 H 3.752 0.452 1.086  C1 1.161
6 H 3.375 -1.628 1.738  C2 1.084
7 H 2.393 -1.331 0.244  C2 1.086
8 H 1.596 -1.363 1.856  C2 1.124
9 C -1.391 0.632 -0.941  C10 1.507, N11 1.526, H12 1.091, H13 1.094
10 C -2.270 0.149 0.183  C9 1.507, H14 1.091, H15 1.094, H19 1.101
11 N -1.980 0.045 -2.221  C9 1.526, H16 1.029, H17 1.024, H18 1.021
12 H -1.232 1.709 -1.011  C9 1.091
13 H -0.357 0.283 -0.868  C9 1.094
14 H -1.975 -0.818 0.593  C10 1.091
15 H -3.361 0.225 0.183  C10 1.094
16 H -1.640 0.388 -3.130  N11 1.029
17 H -1.661 -0.925 -2.302  N11 1.024
18 H -2.996 0.028 -2.326  N11 1.021
19 H -2.087 0.906 0.962  C10 1.101

Computed properties:
<S²>   0.7530
M   76.16 g mol⁻¹
Total charge   +2
LUMO level (alpha / beta)   -6.72 / -14.21 eV
Spin multiplicity   2
Energy above the lowest of the compared OMol25 structures with the same formula, charge and spin   69.5 kJ/mol
Largest force on an atom   2.93 eV/Å
DFT total energy   -5843.5971 eV
Highest occupied orbital energy (alpha / beta)   -20.2 / -20.2 eV
Orbital gap (alpha / beta)   13.4792 / 5.9971 eV



The following is a quantum chemistry calculation of a cluster of 2 separate species, C4H14N2 in total at a distorted geometry, from the OMol25 dataset.

Each atom is followed by the atoms it is bonded to, with distances in Å.
CARTESIAN COORDINATES (ANGSTROEM)
1 C 0.288 3.937 0.576  C2 1.545, H4 1.092, H5 1.091, H6 1.098
2 C 0.769 4.919 1.668  C1 1.545, C3 1.539, H7 1.091, H8 1.111
3 C 1.537 6.200 1.299  C2 1.539, H9 1.091, H10 1.099, H11 1.077
4 H -0.354 4.485 -0.117  C1 1.092
5 H -0.156 3.013 0.950  C1 1.091
6 H 1.206 3.634 0.056  C1 1.098
7 H 1.320 4.335 2.407  C2 1.091
8 H -0.166 5.152 2.221  C2 1.111
9 H 1.323 7.017 1.988  C3 1.091
10 H 2.600 5.963 1.446  C3 1.099
11 H 1.342 6.570 0.307  C3 1.077
12 N -1.474 -6.539 -0.257  C13 1.466, H15 1.009, H16 1.026
13 C -0.921 -5.726 -1.344  N12 1.466, N14 1.493, H17 1.108, H18 1.093
14 N -0.529 -6.698 -2.406  C13 1.493, H19 1.004, H20 1.005
15 H -2.243 -7.108 -0.579  N12 1.009
16 H -1.885 -5.820 0.348  N12 1.026
17 H -1.710 -5.117 -1.827  C13 1.108
18 H -0.201 -5.027 -0.910  C13 1.093
19 H -1.179 -6.630 -3.169  N14 1.004
20 H 0.435 -6.559 -2.657  N14 1.005

Computed properties:
SMILES   CCC.NCN
M   90.17 g mol⁻¹
LUMO level   1.10 eV
Energy above the lowest of the compared OMol25 structures with the same formula, charge and spin   69.7 kJ/mol
Largest force on an atom   2.58 eV/Å
DFT total energy   -7354.3943 eV
Highest occupied orbital energy   -9.2 eV
Orbital gap   10.2807 eV



The following is a quantum chemistry calculation of a cluster of 2 separate species, C4H14N2 in total at a distorted geometry, from the OMol25 dataset.

Each atom is followed by the atoms it is bonded to, with distances in Å.
CARTESIAN COORDINATES (ANGSTROEM)
1 C 1.629 3.840 -0.547  C2 1.521, H4 1.090, H5 1.088, H6 1.094
2 C 1.935 2.368 -0.315  C1 1.521, N3 1.488, H7 1.092, H8 1.102
3 N 1.732 1.572 -1.556  C2 1.488, H9 1.015, H10 1.014
4 H 1.917 4.445 0.314  C1 1.090
5 H 0.567 4.019 -0.703  C1 1.088
6 H 2.197 4.234 -1.394  C1 1.094
7 H 1.295 2.010 0.494  C2 1.092
8 H 2.974 2.270 0.040  C2 1.102
9 H 1.944 2.239 -2.292  N3 1.015
10 H 2.494 0.902 -1.568  N3 1.014
11 C -1.266 -1.865 1.360  N12 1.430, H14 1.102, H15 1.094, H16 1.101
12 N -2.409 -2.620 0.947  C11 1.430, C13 1.450, H17 1.000
13 C -2.264 -3.821 0.148  N12 1.450, H18 1.096, H19 1.086, H20 1.102
14 H -0.348 -2.300 0.932  C11 1.102
15 H -1.104 -1.791 2.439  C11 1.094
16 H -1.233 -0.850 0.933  C11 1.101
17 H -3.297 -2.162 0.935  N12 1.000
18 H -3.193 -4.010 -0.403  C13 1.096
19 H -1.410 -3.746 -0.518  C13 1.086
20 H -2.160 -4.733 0.757  C13 1.102

Computed properties:
SMILES   CCN.CNC
M   90.17 g mol⁻¹
LUMO level   1.07 eV
Energy above the lowest of the compared OMol25 structures with the same formula, charge and spin   85.0 kJ/mol
Largest force on an atom   1.16 eV/Å
DFT total energy   -7354.2357 eV
Highest occupied orbital energy   -8.0 eV
Orbital gap   9.0905 eV



The following is a quantum chemistry calculation of a cluster of 2 separate species, C4H14N2O in total at a distorted geometry, from the OMol25 dataset.

Each atom is followed by the atoms it is bonded to, with distances in Å.
CARTESIAN COORDINATES (ANGSTROEM)
1 C 0.310 -1.427 -1.207  C2 1.510, N6 1.480, H7 1.094, H8 1.111
2 C 1.232 -0.234 -1.284  C1 1.510, C3 1.536, H9 1.103, H10 1.100
3 C 0.922 0.898 -0.294  C2 1.536, N5 1.467, H11 1.101, H12 1.113
4 C -1.063 2.143 0.493  N5 1.492, H13 1.090, H14 1.091, H15 1.097
5 N -0.296 1.621 -0.676  C3 1.467, C4 1.492, H16 1.017
6 N -0.661 -1.563 -0.098  C1 1.480, H17 1.014, H18 1.019
7 H -0.186 -1.742 -2.131  C1 1.094
8 H 0.974 -2.270 -0.925  C1 1.111
9 H 1.030 0.262 -2.248  C2 1.103
10 H 2.259 -0.551 -1.046  C2 1.100
11 H 0.937 0.592 0.764  C3 1.101
12 H 1.798 1.583 -0.266  C3 1.113
13 H -0.743 3.142 0.787  C4 1.090
14 H -1.092 1.318 1.207  C4 1.091
15 H -2.032 2.372 0.033  C4 1.097
16 H -0.881 0.889 -1.068  N5 1.017
17 H -1.028 -2.456 0.211  N6 1.014
18 H -1.440 -0.939 -0.301  N6 1.019
19 H 0.309 -1.280 3.408  O21 0.957
20 H 0.001 -1.315 1.885  O21 0.979
21 O -0.351 -1.042 2.756  H19 0.957, H20 0.979

Computed properties:
<S²>   0.7504
M   106.17 g mol⁻¹
Total charge   -1
LUMO level (alpha / beta)   4.15 / 3.95 eV
Spin multiplicity   2
Energy above the lowest of the compared OMol25 structures with the same formula, charge and spin   117.8 kJ/mol
Largest force on an atom   3.70 eV/Å
DFT total energy   -9400.3624 eV
Highest occupied orbital energy (alpha / beta)   1.1 / -5.4 eV
Orbital gap (alpha / beta)   3.0143 / 9.3957 eV



The following is a quantum chemistry calculation of a cluster of 2 separate species, C4H14N2O in total at a distorted geometry, from the OMol25 dataset.

Each atom is followed by the atoms it is bonded to, with distances in Å.
CARTESIAN COORDINATES (ANGSTROEM)
1 C -0.223 -1.422 -3.270  N2 1.514, H7 1.113, H8 1.047, H9 1.079
2 N -0.214 -1.830 -1.812  C1 1.514, C3 1.572, H10 0.959
3 C -0.754 -0.587 -1.015  N2 1.572, C4 1.622, H11 1.138, H12 1.030
4 C -0.438 -0.385 0.562  C3 1.622, N5 1.440, H13 1.108, H14 1.109
5 N -0.624 -1.451 1.511  C4 1.440, C6 1.416, H15 1.009
6 C -0.958 -1.170 2.858  N5 1.416, H16 1.007, H17 1.199, H18 1.137
7 H -1.149 -0.901 -3.603  C1 1.113
8 H -0.051 -2.217 -3.929  C1 1.047
9 H 0.579 -0.701 -3.235  C1 1.079
10 H 0.622 -2.213 -1.539  N2 0.959
11 H -0.495 0.447 -1.413  C3 1.138
12 H -1.778 -0.668 -1.094  C3 1.030
13 H 0.613 -0.071 0.722  C4 1.108
14 H -1.184 0.408 0.772  C4 1.109
15 H -0.888 -2.250 0.953  N5 1.009
16 H -0.836 -1.927 3.511  C6 1.007
17 H -0.208 -0.249 3.020  C6 1.199
18 H -1.997 -0.719 2.953  C6 1.137
19 H 3.455 5.729 2.062  O21 1.001
20 H 2.829 6.181 0.856  O21 0.931
21 O 3.699 5.994 1.129  H19 1.001, H20 0.931

Computed properties:
SMILES   CNCCNC.O
M   106.17 g mol⁻¹
LUMO level   0.86 eV
Energy above the lowest of the compared OMol25 structures with the same formula, charge and spin   351.4 kJ/mol
Largest force on an atom   6.45 eV/Å
DFT total energy   -9399.9648 eV
Highest occupied orbital energy   -8.1 eV
Orbital gap   8.9756 eV



The following is a quantum chemistry calculation of a cluster of 2 separate species, C4H14N2O in total at a distorted geometry, from the OMol25 dataset.

Each atom is followed by the atoms it is bonded to, with distances in Å.
CARTESIAN COORDINATES (ANGSTROEM)
1 C -1.178 -0.335 -1.664  C2 1.518, H7 1.092, H8 1.098, H9 1.094
2 C 0.083 0.440 -1.329  C1 1.518, C3 1.539, N4 1.497, H10 1.098
3 C 1.277 -0.073 -2.153  C2 1.539, H11 1.094, H12 1.086, H13 1.087
4 N 0.552 0.433 0.093  C2 1.497, C5 1.436, H14 1.014
5 C -0.187 1.287 0.980  N4 1.436, N6 1.505, H15 1.094, H16 1.092
6 N -1.596 0.939 1.381  C5 1.505, H17 1.019, H18 1.017
7 H -1.378 -0.280 -2.737  C1 1.092
8 H -1.145 -1.389 -1.357  C1 1.098
9 H -2.120 -0.051 -1.186  C1 1.094
10 H -0.209 1.486 -1.493  C2 1.098
11 H 1.100 0.166 -3.205  C3 1.094
12 H 2.126 0.508 -1.806  C3 1.086
13 H 1.424 -1.138 -1.990  C3 1.087
14 H 0.635 -0.535 0.384  N4 1.014
15 H 0.248 1.461 1.969  C5 1.094
16 H -0.235 2.289 0.548  C5 1.092
17 H -1.746 -0.067 1.433  N6 1.019
18 H -2.127 1.154 0.540  N6 1.017
19 H 1.412 -1.884 3.140  O21 0.964
20 H 0.323 -2.631 2.239  O21 0.959
21 O 1.064 -2.022 2.252  H19 0.964, H20 0.959

Computed properties:
SMILES   CC(C)NCN.O
M   106.17 g mol⁻¹
LUMO level   0.66 eV
Energy above the lowest of the compared OMol25 structures with the same formula, charge and spin   135.6 kJ/mol
Largest force on an atom   1.61 eV/Å
DFT total energy   -9402.2014 eV
Highest occupied orbital energy   -8.5 eV
Orbital gap   9.1695 eV



The following is a quantum chemistry calculation of a cluster of 2 separate species, C4H14N2O in total, from the OMol25 dataset.

Each atom is followed by the atoms it is bonded to, with distances in Å.
CARTESIAN COORDINATES (ANGSTROEM)
1 C 1.093 -0.877 2.767  C2 1.525, H4 1.088, H5 1.090, H6 1.089
2 C 0.387 -1.877 1.857  C1 1.525, N3 1.498, H7 1.090, H8 1.093
3 N -0.505 -1.182 0.874  C2 1.498, H9 1.014, H10 1.009
4 H 1.446 -0.050 2.155  C1 1.088
5 H 0.402 -0.513 3.527  C1 1.090
6 H 1.923 -1.368 3.275  C1 1.089
7 H 1.099 -2.450 1.262  C2 1.090
8 H -0.200 -2.590 2.442  C2 1.093
9 H -1.428 -1.074 1.279  N3 1.014
10 H -0.637 -1.834 0.114  N3 1.009
11 H 0.302 0.444 0.399  O13 0.988
12 C 0.482 1.424 -1.372  O13 1.399, C14 1.530, H16 1.092, H17 1.097
13 O 0.629 1.293 0.014  H11 0.988, C12 1.399
14 C -0.899 0.985 -1.862  C12 1.530, N15 1.474, H18 1.098, H19 1.091
15 N -1.143 1.334 -3.273  C14 1.474, H20 1.007, H21 1.014
16 H 0.586 2.483 -1.614  C12 1.092
17 H 1.246 0.832 -1.889  C12 1.097
18 H -0.953 -0.109 -1.777  C14 1.098
19 H -1.665 1.356 -1.179  C14 1.091
20 H -1.873 2.021 -3.365  N15 1.007
21 H -0.293 1.752 -3.636  N15 1.014

Computed properties:
SMILES   NCCO.CCN
M   106.17 g mol⁻¹
LUMO level   0.87 eV
Energy above the lowest of the compared OMol25 structures with the same formula, charge and spin   130.4 kJ/mol
Largest force on an atom   0.95 eV/Å
DFT total energy   -9402.2558 eV
Highest occupied orbital energy   -9.0 eV
Orbital gap   9.8406 eV



The following is a quantum chemistry calculation of a cluster of 2 separate species, C4H14N2O in total at a distorted geometry, from the OMol25 dataset.

Each atom is followed by the atoms it is bonded to, with distances in Å.
CARTESIAN COORDINATES (ANGSTROEM)
1 C 2.452 1.679 -0.241  N2 1.440, H7 1.086, H8 1.061, H9 1.099
2 N 1.304 0.817 -0.130  C1 1.440, C3 1.445, H10 1.009
3 C 0.020 1.434 -0.370  N2 1.445, C4 1.528, H11 1.105, H12 1.081
4 C -1.055 0.353 -0.468  C3 1.528, N5 1.455, H13 1.084, H14 1.094
5 N -0.697 -0.790 -1.295  C4 1.455, C6 1.455, H15 1.010
6 C -0.987 -2.067 -0.661  N5 1.455, H16 1.088, H17 1.097, H18 1.090
7 H 2.235 2.657 0.178  C1 1.086
8 H 3.309 1.327 0.275  C1 1.061
9 H 2.734 1.823 -1.294  C1 1.099
10 H 1.381 0.019 -0.741  N2 1.009
11 H 0.029 1.948 -1.348  C3 1.105
12 H -0.315 2.115 0.400  C3 1.081
13 H -1.947 0.853 -0.829  C4 1.084
14 H -1.327 0.012 0.535  C4 1.094
15 H -1.170 -0.734 -2.186  N5 1.010
16 H -0.704 -2.889 -1.315  C6 1.088
17 H -2.030 -2.227 -0.363  C6 1.097
18 H -0.349 -2.097 0.223  C6 1.090
19 H -0.907 -1.602 2.439  O21 0.959
20 H -0.694 -1.049 3.870  O21 0.968
21 O -1.285 -1.583 3.320  H19 0.959, H20 0.968

Computed properties:
SMILES   CNCCNC.O
M   106.17 g mol⁻¹
LUMO level   0.98 eV
Energy above the lowest of the compared OMol25 structures with the same formula, charge and spin   158.2 kJ/mol
Largest force on an atom   1.58 eV/Å
DFT total energy   -9401.9673 eV
Highest occupied orbital energy   -8.5 eV
Orbital gap   9.4415 eV